No. 1
Computed, not measured: C42H34CsN3O6P2STe as an isolated structure, with the ωB97M-V functional and the def2-TZVPD basis.

Values from the calculation:
largest force on an atom = 0.6 eV/Å
frontier orbital gap = 5.13 eV
calculated total energy = -3605.9000 a.u.
energy relative to the best compared isomer or geometry (same formula, charge and spin) = 0.0 kJ/mol
E_LUMO = 3.44 eV

Structure (ORCA input):
```
! wB97M-V def2-TZVPD RIJCOSX def2/J DEFGRID3
* xyz -2 1
Cs -0.51 -2.12 -2.11
O 1.28 -4.43 -6.11
C 1.11 -3.58 -5.23
N 1.45 -3.70 -3.94
C 1.14 -4.61 -3.03
O 0.18 -5.40 -3.00
C 1.93 -4.43 -1.71
C 1.51 -5.13 -0.58
C 2.16 -4.91 0.62
C 3.19 -3.99 0.66
C 3.53 -3.33 -0.51
N 2.92 -3.54 -1.67
C 0.58 -2.21 -5.68
C -0.03 -2.12 -6.93
C -0.56 -0.91 -7.34
C -0.47 0.18 -6.49
C 0.17 0.02 -5.27
N 0.68 -1.15 -4.89
H 0.68 -5.81 -0.68
H 1.84 -5.43 1.52
H 3.72 -3.76 1.58
H 4.33 -2.60 -0.52
H -0.07 -3.01 -7.55
H -1.05 -0.82 -8.30
H -0.88 1.15 -6.77
H 0.27 0.83 -4.56
O 0.19 0.53 -1.23
P -0.39 1.02 0.03
C -1.82 0.01 0.58
P -1.54 -1.52 1.52
O -0.56 -2.48 0.94
C -1.04 -1.09 3.21
C 0.15 -1.63 3.68
C 0.55 -1.39 4.98
C -0.24 -0.63 5.83
C -1.43 -0.09 5.36
C -1.83 -0.32 4.06
C -3.21 -2.20 1.69
C -3.62 -2.86 2.85
C -4.88 -3.42 2.93
C -5.75 -3.32 1.85
C -5.36 -2.67 0.69
C -4.09 -2.12 0.61
C 0.79 1.12 1.39
C 2.11 0.74 1.16
C 3.04 0.85 2.18
C 2.66 1.33 3.42
C 1.35 1.75 3.64
C 0.42 1.65 2.62
C -1.06 2.70 -0.14
C -2.36 2.90 -0.58
C -2.82 4.18 -0.82
C -1.98 5.27 -0.61
C -0.68 5.07 -0.19
C -0.21 3.79 0.05
H -2.38 -0.27 -0.33
H -2.47 0.64 1.20
H 0.75 -2.22 3.00
H 1.49 -1.80 5.34
H 0.08 -0.44 6.84
H -2.05 0.51 6.02
H -2.77 0.09 3.70
H -2.94 -2.93 3.70
H -5.19 -3.93 3.84
H -6.75 -3.75 1.92
H -6.02 -2.56 -0.16
H -3.82 -1.61 -0.32
H 2.39 0.42 0.16
H 4.08 0.62 1.98
H 3.40 1.44 4.20
H 1.07 2.17 4.60
H -0.59 2.01 2.78
H -3.01 2.05 -0.78
H -3.84 4.33 -1.17
H -2.34 6.27 -0.80
H 0.00 5.90 -0.04
H 0.82 3.66 0.37
O -5.43 -0.95 -2.17
C -4.33 -0.99 -2.75
O -3.18 -0.93 -2.25
H -4.36 -1.10 -3.86
Te 3.68 4.26 0.99
C 4.94 5.83 0.38
C 5.86 6.56 1.10
C 6.54 7.55 0.34
C 6.15 7.59 -0.96
S 4.94 6.40 -1.25
H 6.03 6.38 2.15
H 7.29 8.21 0.75
H 6.51 8.25 -1.73
*
```


No. 2
Computed, not measured: C42H34HfN5O8PS as an isolated structure at a distorted geometry, with the ωB97M-V functional and the def2-TZVPD basis.

Values from the calculation:
largest force on an atom = 1.5 eV/Å
frontier orbital gap = 8.49 eV
calculated total energy = -3284.4459 a.u.
energy relative to the best compared isomer or geometry (same formula, charge and spin) = 30.4 kJ/mol
E_LUMO = 0.02 eV

Structure (ORCA input):
```
! wB97M-V def2-TZVPD RIJCOSX def2/J DEFGRID3
* xyz 0 1
Hf -1.37 -0.75 -0.01
O -0.98 -4.99 -0.32
C -1.20 -3.80 -0.50
N -0.91 -2.79 0.36
C -0.36 -3.20 1.64
C -1.14 -2.52 2.73
C -1.02 -2.85 4.07
C -1.83 -2.21 4.99
C -2.76 -1.27 4.54
C -2.81 -0.99 3.19
N -2.00 -1.58 2.31
C -1.86 -3.36 -1.78
C -2.10 -4.29 -2.77
C -2.64 -3.86 -3.97
C -2.94 -2.52 -4.12
C -2.69 -1.66 -3.07
N -2.16 -2.07 -1.92
H 0.71 -2.94 1.69
H -0.43 -4.29 1.74
H -0.32 -3.61 4.38
H -1.76 -2.44 6.04
H -3.43 -0.77 5.22
H -3.51 -0.27 2.79
H -1.84 -5.32 -2.58
H -2.83 -4.56 -4.77
H -3.36 -2.13 -5.04
H -2.92 -0.61 -3.16
C 3.68 -0.41 5.61
C 3.64 0.82 4.96
C 2.87 0.98 3.82
C 2.12 -0.08 3.32
C 2.17 -1.31 3.98
C 2.94 -1.47 5.12
P 1.01 0.09 1.88
C 1.93 1.33 0.86
C 1.37 2.52 0.42
C 2.10 3.39 -0.38
C 3.40 3.08 -0.75
C 3.97 1.89 -0.31
C 3.24 1.03 0.49
C -0.39 1.10 2.42
C -0.48 1.84 3.59
C -1.61 2.61 3.83
C -2.62 2.65 2.87
C -2.52 1.88 1.72
C -1.42 1.04 1.47
H 4.28 -0.53 6.50
H 4.22 1.65 5.34
H 2.85 1.94 3.32
H 1.60 -2.14 3.59
H 2.97 -2.44 5.61
H 0.36 2.79 0.70
H 1.66 4.33 -0.70
H 3.97 3.76 -1.38
H 4.99 1.64 -0.59
H 3.69 0.10 0.82
H 0.32 1.83 4.32
H -1.70 3.19 4.74
H -3.50 3.27 3.03
H -3.35 1.93 1.02
O -6.32 2.06 -2.13
C -5.27 2.59 -2.74
O -5.37 3.42 -3.60
C -3.93 2.08 -2.33
C -2.75 2.59 -2.83
N -1.75 1.89 -2.26
N -2.22 0.98 -1.42
C -3.53 1.07 -1.45
C -4.27 0.13 -0.56
O -5.49 0.22 -0.45
O -3.51 -0.71 0.05
H -6.06 1.35 -1.48
H -2.58 3.38 -3.54
H -0.75 1.99 -2.37
C 4.89 1.53 -5.66
C 4.01 0.90 -4.61
C 2.82 1.51 -4.21
C 2.00 0.91 -3.26
C 2.37 -0.30 -2.70
C 3.56 -0.92 -3.08
C 4.36 -0.31 -4.03
S 1.31 -1.21 -1.64
O 0.71 -2.22 -2.48
O 2.07 -1.68 -0.51
O 0.23 -0.16 -1.23
H 4.44 2.44 -6.06
H 5.05 0.84 -6.49
H 5.87 1.78 -5.26
H 2.54 2.46 -4.64
H 1.09 1.39 -2.95
H 3.85 -1.86 -2.63
H 5.29 -0.79 -4.32
*
```